<w>
Entry from the Open Molecules 2025 dataset: a 2-piece molecular cluster, C5H12O2 overall (ωB97M-V/def2-TZVPD).

Charge = 0
HOMO-LUMO gap = 10.708 eV
SMILES string = CCCC(C)=O.O

XYZ file:
```
19
C5H12O2 ωB97M-V/def2-TZVPD
O -0.2012 -2.0599 0.3139
O -2.0501 0.0157 0.4091
C -1.2773 0.1922 -0.5181
C 0.1121 0.7228 -0.3449
C 2.1159 0.1338 1.2256
C -1.6907 -0.0274 -1.9548
C 0.7280 0.7721 1.0601
H 2.1073 -0.9569 1.1156
H 0.7914 0.3083 -1.1008
H -1.0022 -1.5885 0.5907
H 2.8329 0.5234 0.4931
H 2.5193 0.3602 2.2208
H -1.6443 -1.1067 -2.1363
H 0.0236 0.3470 1.7865
H -0.1959 1.7402 -0.6648
H 0.3297 -2.0902 1.1164
H -2.7172 0.3099 -2.1064
H 0.8223 1.8320 1.3086
H -1.0190 0.4656 -2.6651
```

***

<x>
Entry from the Open Molecules 2025 dataset: a 2-piece molecular cluster, C5H12O2 overall (ωB97M-V/def2-TZVPD).

Charge = 0
HOMO-LUMO gap = 8.943 eV
SMILES string = CC/C=C/CO.O

XYZ file:
```
19
C5H12O2 ωB97M-V/def2-TZVPD
O 2.5961 -0.0256 1.1140
O 0.0618 -3.0178 -1.8964
C 0.7262 1.3235 0.5312
C 2.0764 1.3163 1.1151
C -2.5766 -0.2077 -0.0735
C -1.2855 0.5353 -0.4915
C -0.2158 0.2825 0.4187
H -3.0839 -0.5667 -0.9357
H 0.0230 -0.6549 0.9525
H 0.9586 -3.2766 -1.4455
H -1.2105 0.1376 -1.4881
H -2.3416 -1.0057 0.6726
H 2.5555 2.1639 0.5454
H 2.1322 1.6244 2.1674
H 0.2758 2.3117 0.5972
H -3.0893 0.6443 0.4218
H 0.3048 -3.0802 -2.8364
H 3.5708 -0.0904 1.2705
H -1.4782 1.5862 -0.6392
```

***

<y>
Entry from the Open Molecules 2025 dataset: one molecule with the formula C5H12O2 (ωB97M-V/def2-TZVPD).

Charge = 0
HOMO-LUMO gap = 10.945 eV
SMILES string = C[C@H](CO)[C@@H](C)O

XYZ file:
```
19
C5H12O2 ωB97M-V/def2-TZVPD
O 1.1028 1.5192 -0.5847
O -2.7861 -0.1936 0.1498
C 2.0942 -0.2293 0.7756
C -1.5903 0.6556 0.1945
C 0.8650 0.6271 0.4787
C -0.3205 -1.1002 -1.0700
C -0.4175 -0.2957 0.2190
H -1.5485 1.3031 -0.6891
H -1.6253 1.2612 1.1086
H 0.6680 1.2745 1.3402
H 1.3639 1.0025 -1.3561
H -3.5538 0.3614 -0.0210
H -1.2430 -1.6603 -1.1980
H -0.2048 -0.4484 -1.9347
H 2.3543 -0.8463 -0.0827
H 1.9087 -0.8753 1.6296
H 0.5127 -1.7990 -1.0361
H -0.5219 -0.9700 1.0717
H 2.9422 0.4134 1.0046
```

***

<z>
Entry from the Open Molecules 2025 dataset: one molecule with the formula C5H12O2 (ωB97M-V/def2-TZVPD).

Charge = 0
HOMO-LUMO gap = 10.884 eV
SMILES string = COC[C@@H](C)CO

XYZ file:
```
19
C5H12O2 ωB97M-V/def2-TZVPD
O -0.6998 -0.4477 -1.5448
O 0.7310 -2.2172 0.1549
C 0.2534 0.1530 0.6337
C 0.4242 -1.2763 1.1567
C 0.0698 0.2734 -2.4942
C 0.0940 1.1371 1.7906
C -0.9358 0.2386 -0.3258
H 1.1598 0.4115 0.0667
H -1.2035 1.2873 -0.5243
H 0.9253 -0.3317 -2.8102
H 0.1919 -1.9987 -0.6189
H -0.0810 2.1549 1.4237
H -1.8144 -0.2445 0.1188
H 0.9937 1.1525 2.4157
H -0.5502 0.4948 -3.3714
H 1.2458 -1.3121 1.8833
H -0.4989 -1.5541 1.7018
H -0.7520 0.8595 2.4316
H 0.4468 1.2200 -2.0880
```

***

Most stable structure - <w>; separation to the second - 1.2 kcal/mol.

***

<w>
Entry from the Open Molecules 2025 dataset: C4H5N as an isolated structure (ωB97M-V/def2-TZVPD).

Charge = 0
HOMO-LUMO gap = 10.340 eV

XYZ file:
```
10
C4H5N ωB97M-V/def2-TZVPD
N 1.0965 0.7292 0.1752
C -1.3283 0.5562 -0.8576
C -1.7273 0.1575 0.3532
C -0.1446 0.1070 -0.0958
C 1.0769 -0.6864 -0.3029
H 1.4289 -1.4118 0.4305
H -2.3657 0.4423 1.1882
H -0.7127 -0.3992 1.0021
H 1.3334 1.4066 -0.5529
H 1.3430 -0.9014 -1.3400
```

***

<x>
Entry from the Open Molecules 2025 dataset: one molecule with the formula C4H5N (ωB97M-V/def2-TZVPD).

Charge = 0
HOMO-LUMO gap = 9.478 eV
SMILES string = c1cc[nH]c1

XYZ file:
```
10
C4H5N ωB97M-V/def2-TZVPD
N -0.2007 -1.0974 0.0511
C 1.0480 -0.5157 -0.0270
C -0.5691 1.0489 -0.0757
C 0.8639 0.8347 0.0483
C -1.1911 -0.1720 -0.0350
H -1.1056 2.0388 0.1140
H 1.9461 -1.1013 -0.1206
H -0.2161 -2.1443 -0.0711
H -2.2382 -0.4681 0.0933
H 1.6628 1.5765 0.0226
```

***

Most stable structure - <x>; separation to the second - 145.0 kcal/mol.

***

<w>
Entry from the Open Molecules 2025 dataset: one molecule with the formula C4H5N (ωB97M-V/def2-TZVPD).

Charge = 0
HOMO-LUMO gap = 9.765 eV
SMILES string = C=C=NC=C

XYZ file:
```
10
C4H5N ωB97M-V/def2-TZVPD
N 0.3244 -0.9515 0.2078
C -0.7534 -1.1296 -0.6221
C 0.9527 0.0466 0.3143
C -1.6417 -0.1777 -0.6330
C 1.7588 0.9392 0.7849
H -0.8058 -2.0563 -1.0475
H -2.5965 -0.2472 -0.8984
H 2.8699 1.0823 0.5754
H 1.2756 1.6936 1.3124
H -1.3840 0.8005 0.0063
```

***

<x>
Entry from the Open Molecules 2025 dataset: one molecule with the formula C4H5N (ωB97M-V/def2-TZVPD).

Charge = 0
HOMO-LUMO gap = 11.778 eV
SMILES string = N#CC1CC1

XYZ file:
```
10
C4H5N ωB97M-V/def2-TZVPD
N 2.2507 0.0001 -0.2331
C -1.2541 0.7491 -0.2246
C -1.2607 -0.7450 -0.2287
C -0.2242 -0.0046 0.5808
C 1.1499 -0.0020 0.1294
H -2.0215 1.2718 0.3381
H -0.3312 -0.0046 1.6629
H -2.0394 -1.2598 0.3300
H -0.9085 1.2635 -1.1176
H -0.9201 -1.2566 -1.1228
```

***

Most stable structure - <x>; separation to the second - 49.2 kcal/mol.

***

<w>
Entry from the Open Molecules 2025 dataset: a 2-piece molecular cluster, C4H5N overall (ωB97M-V/def2-TZVPD).

Charge = 0
HOMO-LUMO gap = 10.696 eV
SMILES string = C=C=C.C#N

XYZ file:
```
10
C4H5N ωB97M-V/def2-TZVPD
N 2.5595 -0.2955 -0.4744
C 2.0487 0.6148 -0.9413
C -0.3872 -1.4248 0.4815
C -1.3698 0.9507 0.3333
C -0.7864 -0.1871 0.5610
H -2.2298 1.0949 -0.4243
H -1.0051 -2.2477 0.8658
H 1.8431 1.4420 -1.5606
H 0.5545 -1.6441 0.0034
H -1.2275 1.6966 1.1556
```

***

<x>
Entry from the Open Molecules 2025 dataset: one molecule with the formula C4H5N (ωB97M-V/def2-TZVPD).

Charge = 0
HOMO-LUMO gap = 7.600 eV

XYZ file:
```
10
C4H5N ωB97M-V/def2-TZVPD
N 0.1404 0.3919 -1.1426
C -0.8603 -0.2729 2.1678
C 0.0718 1.0060 0.0702
C -0.3862 0.2854 1.1972
C 0.1328 -0.9053 -1.4292
H 0.4235 2.0310 0.1490
H 0.2469 -1.5703 -0.5795
H -1.2714 -0.7399 3.0394
H -0.0070 -1.2204 -2.4595
H 0.1764 1.0451 -1.9242
```

***

Most stable structure - <w>; separation to the second - 19.1 kcal/mol.

***

<w>
Entry from the Open Molecules 2025 dataset: a 2-piece molecular cluster, C2H4Cl3OP overall (ωB97M-V/def2-TZVPD).

Charge = 0
HOMO-LUMO gap (spin up / spin down) = 7.416 / 7.839 eV

XYZ file:
```
11
C2H4Cl3OP ωB97M-V/def2-TZVPD
Cl -1.0350 2.0834 -0.2549
Cl -1.7257 -0.3133 1.4501
Cl -2.5471 -0.0936 -1.2506
P 1.6535 0.7458 1.2412
O 0.0880 -1.6981 -0.4364
C -0.0592 -0.3844 -0.6494
C -1.2107 0.3062 -0.1404
H 0.5251 0.0987 -1.3858
H -0.1508 -1.9530 0.4976
H 2.3466 -0.2881 0.7281
H 2.1153 1.4964 0.2004
```

***

<x>
Entry from the Open Molecules 2025 dataset: a 2-piece molecular cluster, C2H4Cl3OP overall (ωB97M-V/def2-TZVPD).

Charge = 0
HOMO-LUMO gap = 5.232 eV

XYZ file:
```
11
C2H4Cl3OP ωB97M-V/def2-TZVPD
Cl 1.6671 0.3837 -1.9352
Cl -1.2278 2.0623 -1.2414
Cl 2.1949 2.6600 0.1633
P 1.2587 0.8818 -0.0534
O 1.7575 -0.0894 0.9149
C -1.0446 -2.0500 0.3023
C -0.4757 1.2072 -0.0029
H -1.8131 -1.8497 1.0176
H -0.9846 1.1354 0.9470
H -0.0373 -2.2080 0.6234
H -1.2951 -2.1334 -0.7357
```

***

Most stable structure - <x>; separation to the second - 22.8 kcal/mol.

***

<w>
Entry from the Open Molecules 2025 dataset: a 2-piece molecular cluster, C3H5N2O overall (ωB97M-V/def2-TZVPD).

Charge = +1
HOMO-LUMO gap = 9.546 eV

XYZ file:
```
11
C3H5N2O ωB97M-V/def2-TZVPD
O -0.4291 -0.3238 0.4455
N -1.1093 1.0616 -0.8869
N -2.2700 -1.5344 1.4155
C -0.0046 1.3905 -1.1258
C -1.3397 -0.8828 0.8154
C 1.5280 1.1420 -0.9170
H 1.8588 1.4574 0.1865
H 2.2550 1.7859 -1.5250
H -3.2612 -1.6869 1.1349
H -2.1669 -1.9957 2.3156
H 1.6240 -0.0139 -0.8767
```

***

<x>
Entry from the Open Molecules 2025 dataset: an isolated ion of composition C3H5N2O and charge +1 (ωB97M-V/def2-TZVPD).

Charge = +1
HOMO-LUMO gap (spin up / spin down) = 9.621 / 9.621 eV

XYZ file:
```
11
C3H5N2O ωB97M-V/def2-TZVPD
O -0.8495 0.4574 -0.0018
N 0.6371 2.6509 0.6152
N 1.1671 -0.0635 -0.0054
C 0.3580 1.0221 0.1203
C -0.0226 -0.7408 -0.0594
C -0.4942 -2.0664 -0.1576
H 1.5090 2.7945 0.0882
H -0.1966 3.1585 0.1956
H -1.6067 -2.1643 0.1165
H 0.1687 -2.7368 0.2399
H -0.6704 -2.3116 -1.1514
```

***

Most stable structure - <w>; separation to the second - 24.7 kcal/mol.